The following is a DFT calculation (ωB97M-V with the def2-TZVPD basis set) of C28H39IrN4O3 as an isolated structure.

Summary:
* multiplicity: 6
* relative energy (zero: lowest compared OMol25 entry of this formula, charge and spin): 0.0 kJ/mol
* HOMO level (alpha / beta): -15.772 / -17.846 eV
* max |F|: 0.0023 hartree/bohr
* expectation value of S²: 8.80
* HOMO-LUMO gap (alpha / beta): 5.99 / 4.74 eV
* charge: +3
* DFT total energy: -44582.58890 eV

Last column: Löwdin charge in e.
Element x y z (Å)
H -2.387870 4.295924 2.339859  0.10
N 1.644106 -1.829292 -3.102635  -0.08
C -0.304441 -2.706050 0.183937  -0.03
C -0.356252 -0.648121 1.189397  -0.13
C 2.261669 -4.061543 -3.704671  -0.01
C -1.883144 3.991682 3.258096  -0.02
H -3.308315 -1.254193 4.069631  0.10
H -0.601674 -3.871394 4.490654  0.10
C -1.518240 -2.504091 2.296360  -0.10
H -0.015486 2.553821 4.712019  0.09
H -3.295639 -2.545288 5.254369  0.11
O 0.554810 3.240336 -3.247422  0.14
N 0.061207 -1.445305 0.163168  0.00
H -2.261619 3.012017 3.557658  0.08
C -2.702619 -2.068591 4.475683  -0.04
H 4.048653 -0.531966 -1.209465  0.10
C 0.012826 0.734285 1.101635  -0.13
H 1.710126 0.171453 -5.694861  0.14
H -3.440800 -4.459443 2.067237  0.09
C 2.117913 -3.741086 -5.048666  0.01
C 1.760641 -2.451983 -5.394480  0.03
C -0.353467 4.005593 3.093961  -0.55
H -2.162025 4.695263 4.041608  0.11
C 1.027600 2.381899 -0.124344  -0.05
H -0.546219 1.534648 -2.785430  0.07
C 1.535324 -1.499417 -4.409512  -0.26
C -1.531600 -4.242226 4.056530  -0.01
Ir 1.199527 -0.418209 -1.571325  1.38
H -4.242934 -4.119672 3.590437  0.11
N 0.705670 1.112846 -0.015957  -0.03
H 0.054695 4.239093 5.197772  0.11
C 0.705088 3.361872 0.844912  0.11
H -0.178567 6.092685 3.560655  0.11
H -2.188402 0.216635 -3.918141  0.14
C 3.909095 0.939698 -2.612943  -0.03
C 2.017114 -3.084874 -2.769845  -0.13
H 4.106633 0.285965 -3.446416  0.06
C 0.318161 3.545871 4.399799  -0.02
C -1.087038 -3.273162 1.218615  0.11
H 1.194922 5.486577 2.655163  0.10
H 2.565250 -5.048765 -3.387011  0.13
H -1.170705 -1.153045 -3.478446  0.12
H -4.235340 -2.894364 2.322712  0.10
O -0.646499 0.591712 -2.578566  -0.20
H 1.010778 4.382603 0.660226  0.13
C 0.109158 5.420896 2.753598  -0.04
H 4.265564 1.956823 -2.597051  0.07
H -0.358578 5.797638 1.841313  0.10
H 0.014706 -3.327392 -0.644328  0.12
H -1.294445 -5.035226 3.345532  0.09
H -1.339338 -4.323358 1.148514  0.14
H 1.405430 3.536572 4.309584  0.10
C 0.018764 3.022646 1.999406  -0.10
H -0.862525 1.340938 2.980256  0.12
H 1.561279 2.673244 -1.021027  0.11
C -0.325130 1.671239 2.104503  0.14
H 2.300582 -4.483505 -5.814275  0.14
C -3.640322 -3.675205 2.799191  -0.02
C -0.311700 0.154420 -4.983324  -0.14
H -1.440087 -0.512773 3.055728  0.11
H 3.683138 0.932850 -0.590041  0.09
H 1.577117 0.598286 -4.009415  0.07
H -0.689892 -0.480989 -5.787293  0.14
H -0.453783 1.183152 -5.323431  0.12
C -1.158959 -0.098711 -3.754525  -0.19
C 0.763873 3.910426 -4.188390  -0.36
H -2.118525 -4.692142 4.856428  0.11
N 3.518088 0.321822 -1.383461  -0.12
H 2.137607 -3.287163 -1.713000  0.10
C -1.132023 -1.167651 2.256492  0.14
H 1.671266 -2.165555 -6.434054  0.14
O 0.974958 4.557844 -5.108868  0.29
C 1.183932 -0.085490 -4.774687  -0.15
H -1.814353 -1.656355 4.961343  0.10
C -2.348752 -3.107656 3.413317  -0.55

Atomic forces in eV per Å
-0.001 -0.002 0.001
-0.013 0.044 -0.062
-0.008 -0.004 0.024
-0.002 0.047 -0.012
0.013 -0.028 0.039
0.002 0.005 -0.006
-0.001 0.001 0.003
0.001 -0.002 -0.003
0.019 -0.016 -0.020
0.003 0.000 0.002
0.000 -0.002 0.000
0.003 -0.040 -0.050
0.022 0.049 -0.012
-0.001 -0.002 -0.002
-0.006 0.001 -0.001
0.012 0.003 -0.027
-0.024 -0.010 0.045
0.001 -0.007 -0.005
-0.001 0.001 -0.002
0.014 -0.043 -0.030
-0.009 0.053 0.001
-0.012 -0.007 0.013
0.003 0.000 0.001
-0.011 0.022 0.003
0.008 0.024 0.004
0.051 -0.080 0.044
0.003 0.005 0.002
-0.014 -0.050 0.033
0.002 0.001 0.002
0.030 -0.074 -0.014
-0.002 0.002 -0.001
-0.022 0.000 0.027
-0.001 -0.002 0.001
-0.007 0.011 0.029
-0.034 -0.021 -0.001
-0.020 0.054 -0.034
0.022 0.015 -0.009
0.002 -0.002 -0.007
-0.012 0.016 0.017
0.000 -0.001 -0.001
0.001 0.001 -0.002
0.007 -0.016 0.005
0.000 -0.002 -0.002
-0.041 0.010 -0.078
0.009 -0.006 -0.014
0.001 0.007 -0.002
0.001 0.009 -0.005
0.001 0.002 0.000
0.007 0.002 -0.007
0.003 0.000 0.000
0.002 0.000 -0.001
0.000 -0.002 0.002
0.023 0.006 -0.028
0.004 0.006 0.003
0.005 0.006 -0.007
0.007 -0.050 -0.032
-0.002 -0.001 0.001
-0.003 0.004 0.000
-0.073 0.066 -0.020
-0.010 -0.011 0.011
0.014 -0.003 -0.001
-0.006 -0.035 -0.021
-0.006 -0.006 -0.005
-0.011 -0.001 -0.011
0.003 -0.018 0.035
-0.024 0.047 0.046
-0.004 0.002 0.000
-0.006 -0.016 0.118
-0.013 0.001 0.014
0.029 0.038 -0.037
-0.005 0.006 0.004
0.000 -0.011 -0.006
0.076 0.013 0.040
0.000 0.001 0.001
0.001 -0.013 0.006